{
  "formula": "C10H16",
  "method": "wB97M-V/def2-TZVPD",
  "homo_ev": [0.9, -3.4],
  "s2": 0.760,
  "total_charge": -1,
  "spin_multiplicity": 2,
  "homo_lumo_gap_ev": [2.696, 6.962],
  "symbols": ["C", "C", "C", "H", "H", "H", "H", "H", "H", "H", "H", "C", "C", "C", "C", "C", "C", "C", "H", "H", "H", "H", "H", "H", "H", "H"],
  "coordinates": [[-0.93, -1.52, -1.47], [-0.26, -0.34, -2.09], [-1.63, -2.51, -2.44], [-0.45, -1.95, -0.74], [-1.82, -0.97, -1.08], [-0.79, 0.49, -2.65], [-2.68, -2.63, -2.39], [0.47, -0.65, -2.70], [0.36, 0.16, -1.28], [-1.44, -2.28, -3.55], [-1.20, -3.59, -2.19], [2.34, 1.69, 0.16], [-1.11, 1.19, 1.52], [-0.04, 1.79, 0.87], [-0.89, 0.18, 2.51], [1.26, 1.35, 1.16], [0.50, 0.05, 3.02], [1.53, 0.56, 2.31], [-2.15, 1.37, 1.33], [-0.25, 2.32, -0.10], [-1.76, -0.31, 3.03], [0.60, -0.52, 3.99], [2.91, 2.32, 0.91], [1.95, 2.55, -0.52], [2.64, 0.38, 2.63], [2.85, 0.85, -0.25]]
}

=====

{
  "formula": "C10H16",
  "method": "wB97M-V/def2-TZVPD",
  "homo_ev": -9.0,
  "total_charge": 0,
  "homo_lumo_gap_ev": 10.006,
  "smiles": "Cc1ccccc1.CCC",
  "symbols": ["C", "C", "C", "C", "C", "C", "C", "H", "H", "H", "H", "H", "H", "H", "H", "C", "C", "C", "H", "H", "H", "H", "H", "H", "H", "H"],
  "coordinates": [[0.57, 1.06, -3.43], [1.20, 0.41, -2.23], [1.76, 1.18, -1.21], [2.56, 0.56, -0.25], [2.66, -0.82, -0.20], [2.04, -1.59, -1.17], [1.32, -0.98, -2.18], [-0.32, 0.57, -3.81], [1.32, 1.09, -4.23], [0.29, 2.09, -3.25], [1.56, 2.24, -1.19], [2.96, 1.17, 0.55], [3.29, -1.24, 0.58], [2.13, -2.67, -1.08], [0.83, -1.56, -2.96], [-1.61, 0.88, 1.86], [-2.77, 0.13, 2.52], [-2.38, -1.35, 2.77], [-0.85, 1.29, 2.53], [-2.08, 1.72, 1.33], [-1.14, 0.25, 1.12], [-3.03, 0.52, 3.50], [-3.60, 0.10, 1.82], [-1.84, -1.73, 1.91], [-1.65, -1.36, 3.59], [-3.22, -1.97, 3.10]]
}

=====

{
  "formula": "C10H16",
  "method": "wB97M-V/def2-TZVPD",
  "homo_ev": -9.0,
  "total_charge": 0,
  "homo_lumo_gap_ev": 9.985,
  "smiles": "Cc1ccccc1.CCC",
  "symbols": ["C", "C", "C", "C", "C", "C", "C", "H", "H", "H", "H", "H", "H", "H", "H", "C", "C", "C", "H", "H", "H", "H", "H", "H", "H", "H"],
  "coordinates": [[-0.51, 2.87, -0.05], [-1.14, 1.57, -0.39], [-1.73, 0.77, 0.58], [-2.23, -0.46, 0.09], [-1.94, -0.95, -1.17], [-1.54, -0.07, -2.19], [-1.13, 1.18, -1.75], [0.06, 3.30, -0.87], [0.13, 2.86, 0.85], [-1.32, 3.55, 0.28], [-1.72, 0.93, 1.66], [-2.76, -1.11, 0.77], [-2.44, -1.86, -1.46], [-1.33, -0.33, -3.22], [-0.98, 2.03, -2.39], [1.47, -2.47, 1.28], [1.30, -1.04, 0.87], [2.65, -0.37, 0.43], [2.30, -2.59, 2.02], [2.06, -2.99, 0.47], [0.60, -3.06, 1.59], [0.64, -0.90, -0.02], [0.70, -0.34, 1.47], [2.66, 0.55, 1.08], [3.54, -0.97, 0.69], [2.63, -0.10, -0.62]]
}

=====

no.,calculated total energy (a.u.)
1,-390.49485
2,-390.62076
3,-390.58387